Below is 4 unconnected molecules or ions with the total composition C5H18N2O4 in a non-equilibrium geometry, with properties calculated with ωB97M-V with the def2-TZVPD basis set.

XYZ file:
```
29
Properties=species:S:1:pos:R:3:forces:R:3
N -0.18222 1.79546 0.32397 -0.5 -0.1 -1.1
C 0.27225 0.52968 -0.27879 -0.4 0.2 1.4
C 1.49553 -0.07740 0.46927 -0.3 0.6 -1.7
C 2.69402 0.82836 0.31321 0.3 0.1 -0.3
O 2.69753 1.83188 -0.35564 -0.1 -0.1 0.0
C -0.91459 -0.43998 -0.34997 0.4 -0.9 0.1
N -1.14635 -0.91910 -1.71319 0.2 -1.0 -0.5
C -0.01375 -1.71104 -2.23804 0.5 0.8 0.9
H -0.00266 1.86484 1.29929 0.3 -0.1 0.7
H 0.24648 2.58419 -0.11668 0.5 0.4 -0.1
H 0.63501 0.67330 -1.29305 -0.2 0.6 -0.1
H 1.67039 -0.98591 -0.11952 0.5 -0.2 0.5
H 1.37209 -0.33355 1.50858 -0.4 -0.2 0.4
H 3.64147 0.54544 0.81007 -0.1 -0.2 0.2
H -0.69240 -1.25544 0.35415 -0.1 -0.2 -0.2
H -1.87017 -0.03596 -0.03811 0.1 0.7 0.2
H -1.87527 -1.61929 -1.63845 -0.5 0.3 -0.1
H 0.80642 -1.02266 -2.46096 0.0 -0.1 -0.3
H 0.36662 -2.38411 -1.45739 0.0 -0.3 -0.2
H -0.26416 -2.25559 -3.14046 -0.2 0.0 -0.1
H -0.56343 1.18157 3.39093 0.1 0.0 0.2
H -1.94598 1.27355 2.80138 -0.1 0.0 0.1
O -1.47753 0.95597 3.58325 0.0 0.1 -0.3
H -2.12359 3.02932 -2.06572 0.0 -0.1 0.0
H -1.77675 2.76557 -0.59787 0.2 -0.3 0.2
O -2.13648 3.43180 -1.19330 -0.2 0.3 -0.2
H -0.36864 -3.66535 1.47664 -0.6 -0.3 0.2
H 1.08294 -3.32485 1.68670 0.1 0.0 0.0
O 0.37323 -3.26071 1.03969 0.5 0.1 -0.1
```
Positions in Å, forces in eV/Å.

Calculated values
- E_tot (a.u.) = -611.734211
- highest occupied orbital energy (eV) = -9.045